(1)
The following is a DFT calculation (the ωB97M-V functional and the def2-TZVPD basis) of the ion C6H12N2 with charge +2 in a non-equilibrium geometry.

```
20
Properties=species:S:1:pos:R:3:nbo_charge:R:1
C -1.698 2.268 -0.053 0.315
C -0.712 1.300 -0.068 0.147
C 0.676 0.761 -0.126 -0.080
C -3.034 0.082 0.457 -0.483
C 1.726 -0.900 -1.483 -0.474
C 1.995 -0.962 1.034 -0.458
N -2.120 1.019 0.016 -0.141
N 1.147 -0.666 -0.162 -0.372
H -2.036 3.302 0.105 0.321
H 1.462 1.545 -0.101 0.286
H -3.022 -0.781 -0.208 0.280
H -4.071 0.604 0.449 0.294
H -2.897 -0.041 1.593 0.302
H 1.546 -1.918 -1.720 0.255
H 1.250 -0.408 -2.296 0.258
H 2.824 -0.742 -1.759 0.295
H 2.928 -0.443 1.158 0.267
H 1.476 -0.727 1.995 0.253
H 2.278 -2.003 1.138 0.270
H 0.283 -1.290 0.031 0.462
```

Results
Total charge   +2
Energy above the lowest of the compared OMol25 structures with the same formula, charge and spin   4.839 eV
Strongest force on any atom   8.017 eV Å⁻¹
SMILES   C[N+]1=CC/1=C/[NH+](C)C
E_LUMO   -9.94 eV
Electronic energy   -344.471725 hartree

---

(2)
The following is a DFT calculation (the ωB97M-V functional and the def2-TZVPD basis) of an isolated molecule of C5H9NO in a non-equilibrium geometry.

```
16
Properties=species:S:1:pos:R:3:nbo_charge:R:1
C -1.177 -0.163 -0.550 0.178
C -0.618 -1.170 0.386 -0.269
C 0.682 0.652 0.843 -0.079
C 1.376 1.559 -0.063 -0.379
C 0.327 0.595 -0.785 -0.343
H -1.118 -1.044 -2.171 0.473
H -1.866 0.621 -0.112 0.188
H -1.429 -1.304 1.001 0.200
H -0.311 -1.983 -0.357 0.184
H 0.882 -1.069 2.013 0.368
H -0.159 0.975 1.541 0.160
H 0.932 2.477 0.106 0.223
H 2.546 1.417 -0.088 0.242
H 1.055 -0.094 -1.140 0.182
N 0.617 -0.776 0.985 -0.649
O -1.741 -0.694 -1.609 -0.681
```

Results
Total charge   0
Energy above the lowest of the compared OMol25 structures with the same formula, charge and spin   6.969 eV
Strongest force on any atom   6.373 eV Å⁻¹
SMILES   O[C@H]1CN[C@H]2C[C@@H]21
E_LUMO   1.00 eV
Electronic energy   -325.681439 hartree

---

(3)
The following is a DFT calculation (the ωB97M-V functional and the def2-TZVPD basis) of a structure of composition C13H18AsCl8GaGe2NO6S.

```
51
Properties=species:S:1:pos:R:3:nbo_charge:R:1
Ga 2.172 2.639 -4.370 0.865
O -1.326 2.516 -7.336 -1.024
As -0.835 2.274 -5.665 2.479
O -1.130 0.724 -5.267 -1.160
O 0.758 2.825 -5.636 -1.343
C -1.939 3.616 -4.803 -0.437
C -3.052 4.055 -5.513 -0.179
C -3.919 4.991 -4.966 -0.191
C -3.688 5.501 -3.698 -0.194
C -2.589 5.067 -2.974 -0.200
C -1.727 4.131 -3.528 -0.243
S -0.328 3.671 -2.545 2.410
O -0.862 3.749 -1.130 -1.075
O 0.031 2.290 -2.859 -1.003
O 0.709 4.635 -2.772 -0.936
H -1.490 1.639 -7.706 0.501
H -3.231 3.665 -6.504 0.244
H -4.779 5.318 -5.536 0.222
H -4.363 6.227 -3.267 0.223
H -2.406 5.438 -1.974 0.242
Cl -0.742 -2.928 4.533 -0.031
C -0.862 -4.484 5.371 -0.397
Cl -2.056 -5.552 4.623 -0.025
H -1.171 -4.292 6.391 0.226
H 0.111 -4.960 5.326 0.238
Cl 3.313 -1.313 6.716 0.083
C 3.295 -1.816 5.018 -0.218
Cl 2.218 -0.770 4.090 0.091
Cl 4.932 -1.764 4.348 0.086
C 2.811 -3.200 4.959 0.248
N 2.445 -4.286 4.917 -0.284
C 0.291 -2.334 0.877 -0.735
Ge 1.513 -3.604 1.448 1.338
C -2.472 -0.060 -2.527 -0.558
C 0.700 -5.281 1.959 -1.067
C 3.308 -3.346 1.486 -0.926
H -0.945 -0.530 0.115 -0.312
H -0.786 -2.441 0.815 0.240
H 2.045 -1.011 0.751 -0.030
H -1.779 -0.592 -1.880 0.230
H -3.364 -0.647 -2.717 0.219
H -2.006 0.295 -3.441 0.285
H -0.352 -5.133 2.200 0.251
H 1.216 -5.666 2.837 0.253
H 0.781 -6.005 1.151 0.248
H 3.775 -2.432 1.151 0.220
H 3.966 -4.125 1.851 0.217
Cl -3.028 1.371 -1.576 -0.024
Ge -0.997 2.106 -0.041 1.102
Cl 0.681 -0.698 0.396 0.359
Cl -2.424 3.077 1.334 -0.527
```

Results
Total charge   0
Energy above the lowest of the compared OMol25 structures with the same formula, charge and spin   11.488 eV
Strongest force on any atom   0.264 eV Å⁻¹
E_LUMO (alpha / beta)   -0.17 / -1.76 eV
Electronic energy   -13406.228965 hartree
Multiplicity   2

---

(4)
The following is a DFT calculation (the ωB97M-V functional and the def2-TZVPD basis) of a cluster of 2 separate species, CH2IOP in total in a non-equilibrium geometry.

```
6
Properties=species:S:1:pos:R:3:nbo_charge:R:1
C -0.712 0.242 1.086 0.429
O -0.224 1.174 1.551 -0.460
P -1.281 -0.208 -1.486 0.010
I -0.135 -2.375 -1.110 -0.133
H -0.867 -0.864 1.540 0.164
H -0.186 0.645 -2.071 -0.010
```

Results
Total charge   0
Energy above the lowest of the compared OMol25 structures with the same formula, charge and spin   1.848 eV
Strongest force on any atom   3.308 eV Å⁻¹
E_LUMO (alpha / beta)   -0.65 / -0.65 eV
Electronic energy   -753.504825 hartree

---

(5)
The following is a DFT calculation (the ωB97M-V functional and the def2-TZVPD basis) of an isolated molecule of C10H10N4O3S in a non-equilibrium geometry.

```
28
Properties=species:S:1:pos:R:3:nbo_charge:R:1
O 1.705 2.223 2.606 -0.411
O 0.345 1.119 3.881 -0.325
O -3.092 0.795 1.029 -0.500
N 0.547 -1.878 1.003 -0.457
S -0.043 -0.831 -2.740 0.241
C 0.900 -1.086 0.080 0.394
C 0.512 -1.040 2.156 -0.014
C 0.854 0.264 1.936 0.130
C -0.262 1.687 -1.720 -0.292
C -0.751 2.597 -0.892 -0.200
C -0.773 0.394 -1.617 -0.137
C -1.839 2.321 0.006 -0.038
C -1.809 0.104 -0.692 -0.066
N 1.172 0.233 0.597 -0.545
N 0.928 1.277 2.856 0.508
N -2.289 1.069 0.134 0.126
C 0.831 -3.148 -1.349 -0.613
C 1.027 -1.589 -1.386 -0.355
H 0.199 -1.452 3.141 0.233
H 0.423 1.963 -2.572 0.244
H -0.410 3.561 -0.795 0.223
H -2.151 3.128 0.655 0.239
H -1.981 -0.948 -0.630 0.247
H 1.398 1.077 -0.025 0.449
H 1.009 -3.525 -2.360 0.217
H -0.178 -3.443 -0.887 0.242
H 1.668 -3.554 -0.708 0.227
H 2.060 -1.319 -1.706 0.234
```

Results
Total charge   0
Energy above the lowest of the compared OMol25 structures with the same formula, charge and spin   3.161 eV
Strongest force on any atom   5.131 eV Å⁻¹
SMILES   C[C@@H](Sc1ccc[n+]([O-])c1)c1ncc([N+](=O)[O-])[nH]1
E_LUMO   -0.75 eV
Electronic energy   -1229.772368 hartree

---

(6)
The following is a DFT calculation (the ωB97M-V functional and the def2-TZVPD basis) of an isolated molecule of C2H4N4 in a non-equilibrium geometry.

```
10
Properties=species:S:1:pos:R:3:nbo_charge:R:1
N -1.634 -0.029 0.064 -0.820
C -0.240 0.075 0.048 0.278
C 0.738 1.037 0.260 -0.213
N 1.951 0.416 0.303 -0.224
N 1.813 -0.838 0.076 -0.071
N 0.497 -1.058 -0.073 -0.365
H -2.045 -0.497 -0.735 0.384
H -2.138 0.814 0.293 0.394
H 0.870 2.076 0.021 0.228
H 0.189 -1.997 -0.257 0.409
```

Results
Total charge   0
Energy above the lowest of the compared OMol25 structures with the same formula, charge and spin   1.413 eV
Strongest force on any atom   1.353 eV Å⁻¹
SMILES   Nc1cnn[nH]1
E_LUMO   0.67 eV
Electronic energy   -297.592376 hartree

---

(7)
The following is a DFT calculation (the ωB97M-V functional and the def2-TZVPD basis) of a cluster of 2 separate species, C2H8N2 in total in a non-equilibrium geometry.

```
12
Properties=species:S:1:pos:R:3:nbo_charge:R:1
N 0.028 2.401 1.104 -1.080
H 0.772 2.994 1.444 0.363
H -0.824 2.632 1.600 0.363
H -0.128 2.663 0.138 0.358
C -0.796 -2.241 -0.546 -0.514
C 0.203 -1.432 -0.883 0.007
N 0.930 -0.561 -0.047 -0.817
H -1.290 -2.213 0.415 0.193
H -1.143 -2.951 -1.279 0.202
H 0.555 -1.439 -1.907 0.175
H 0.312 -0.013 0.557 0.390
H 1.383 0.160 -0.596 0.358
```

Results
Total charge   0
Energy above the lowest of the compared OMol25 structures with the same formula, charge and spin   0.405 eV
Strongest force on any atom   1.185 eV Å⁻¹
SMILES   C=CN.N
E_LUMO   0.85 eV
Electronic energy   -190.483978 hartree

---

(8)
The following is a DFT calculation (the ωB97M-V functional and the def2-TZVPD basis) of an isolated molecule of C3H3NO3 in a non-equilibrium geometry.

```
10
Properties=species:S:1:pos:R:3:nbo_charge:R:1
N 1.419 0.586 -0.946 -0.298
C 0.394 0.051 -0.167 0.303
O -0.291 -1.060 -0.531 -0.471
C -1.336 -1.361 0.273 0.642
O -1.591 -0.786 1.292 -0.546
C 0.369 1.072 0.692 -0.016
O 1.229 1.838 -0.112 -0.336
H 1.225 0.610 -1.957 0.359
H -1.881 -2.205 -0.159 0.134
H 0.188 1.226 1.746 0.228
```

Results
Total charge   0
Energy above the lowest of the compared OMol25 structures with the same formula, charge and spin   4.728 eV
Strongest force on any atom   1.333 eV Å⁻¹
SMILES   O=COc1co[nH]1
E_LUMO   0.75 eV
Electronic energy   -396.450673 hartree